This record from OMol25 describes a structure of composition C64H62As2N8O7S3Tl. The level of theory is ωB97M-V/def2-TZVPD.

Element x y z (Å)
1 Tl -0.066 -0.317 -0.565
2 As -2.529 2.346 -0.816
3 As -0.235 0.807 3.652
4 S 5.207 -0.312 -1.753
5 S 0.509 1.776 -5.542
6 S 1.831 2.502 -2.968
7 O -2.403 -0.408 -2.027
8 O 5.031 -2.489 0.821
9 O -2.183 0.093 1.429
10 O -4.089 -0.672 2.289
11 O -1.801 -0.865 -6.191
12 O 0.313 -5.051 -0.793
13 O 0.553 -2.886 -1.358
14 N -0.370 0.987 -3.123
15 N 2.963 -0.090 -0.570
16 N 4.609 -4.179 -0.617
17 N -1.675 -2.386 0.306
18 N 0.890 -3.391 1.973
19 N 1.809 2.153 0.925
20 N -1.252 0.302 -3.908
21 N 3.643 3.375 0.610
22 C 2.823 5.536 1.640
23 C 0.067 5.594 -1.577
24 C -4.681 4.516 2.182
25 C 0.505 2.052 5.005
26 C 0.498 1.667 -3.748
27 C -3.447 -4.462 0.754
28 C -0.471 4.354 -1.261
29 C -0.773 6.659 -1.854
30 C -5.766 3.697 2.456
31 C -3.511 -2.459 -6.214
32 C -3.862 2.944 0.527
33 C -2.984 -1.331 -4.136
34 C -1.419 -0.128 4.929
35 C 4.173 -6.641 -0.766
36 C -3.725 -3.189 1.235
37 C -4.915 1.694 -2.470
38 C 1.267 -0.485 3.600
39 C -5.116 2.169 -4.818
40 C -2.793 -2.188 1.004
41 C -2.264 -4.674 0.076
42 C 1.728 -1.005 4.912
43 C -4.914 2.097 0.877
44 C 4.330 -3.437 0.483
45 C -2.150 6.474 -1.828
46 C 4.892 1.118 -0.871
47 C 0.451 3.992 1.989
48 C 1.978 -3.061 1.289
49 C 1.524 -2.588 6.736
50 C 3.133 -3.838 1.297
51 C 3.163 -0.846 6.859
52 C -1.407 -3.595 -0.155
53 C 1.122 -2.121 5.495
54 C -3.983 -2.084 -3.522
55 C -2.677 5.232 -1.520
56 C 2.760 -0.384 5.617
57 C -1.842 4.155 -1.221
58 C 1.595 3.424 1.424
59 C 2.095 2.679 -5.620
60 C 2.749 4.208 1.239
61 C -2.963 -0.818 1.563
62 C 1.694 6.067 2.232
63 C 3.648 1.074 -0.305
64 C -3.864 2.764 -4.792
65 C 2.917 2.285 -4.412
66 C -0.052 -3.860 -0.854
67 C -5.869 2.473 1.811
68 C 0.528 5.309 2.396
69 C -5.637 1.630 -3.652
70 C 7.076 -4.428 -0.611
71 C -2.172 -0.426 -3.254
72 C 3.017 2.162 0.432
73 C 3.745 -5.227 -1.158
74 C -3.676 2.325 -2.419
75 C 2.036 -5.291 2.846
76 C 0.906 -4.507 2.691
77 C 5.846 -3.872 -1.325
78 C 3.175 -4.937 2.144
79 C -3.156 2.844 -3.604
80 C -2.743 -1.526 -5.512
81 C 2.541 -1.948 7.431
82 C -4.735 -3.009 -4.221
83 C -4.489 -3.197 -5.576
84 C 3.641 -0.895 -1.304
85 C -3.745 4.144 1.227
86 H 5.131 -6.910 -1.218
87 H -1.872 -1.000 4.453
88 H -0.199 2.870 5.160
89 H 1.436 2.483 4.635
90 H 4.092 -5.499 2.265
91 H -6.605 1.144 -3.665
92 H -5.321 1.224 -1.586
93 H 3.770 -5.139 -2.247
94 H 0.879 -1.281 2.973
95 H 3.265 -1.850 -1.648
96 H -3.303 -2.597 -7.268
97 H 3.417 -7.348 -1.108
98 H 2.711 -5.056 -0.861
99 H -3.753 5.092 -1.508
100 H 7.019 -5.513 -0.519
101 H 0.175 3.514 -1.049
102 H -4.571 5.457 2.707
103 H 3.969 -0.347 7.383
104 H -6.519 4.007 3.171
105 H 0.695 1.558 5.958
106 H -4.983 1.123 0.408
107 H 1.879 3.748 -5.612
108 H 3.787 2.927 -4.277
109 H -2.177 3.307 -3.602
110 H -4.135 -5.278 0.938
111 H 1.934 -2.145 0.694
112 H 3.264 0.467 5.174
113 H -1.959 -5.646 -0.283
114 H -0.337 5.784 2.840
115 H 2.580 2.408 -6.557
116 H -4.133 0.252 2.578
117 H 1.142 5.725 -1.605
118 H 2.070 0.016 3.056
119 H -0.360 7.632 -2.093
120 H -3.430 3.156 -5.704
121 H 5.639 1.894 -0.828
122 H 3.720 6.124 1.485
123 H 3.227 1.241 -4.458
124 H -1.354 -0.272 -5.514
125 H -4.630 -2.973 1.785
126 H -0.457 3.409 2.061
127 H -2.912 4.803 1.021
128 H -5.057 -3.932 -6.134
129 H 2.856 -2.308 8.402
130 H -0.027 -4.766 3.183
131 H -4.139 -1.920 -2.463
132 H 5.943 -2.787 -1.389
133 H 1.044 -3.460 7.164
134 H 0.338 -2.633 4.954
135 H 1.706 7.100 2.557
136 H 5.769 -4.280 -2.333
137 H -0.882 -0.453 5.820
138 H -6.693 1.808 2.040
139 H 2.028 -6.150 3.502
140 H 7.982 -4.174 -1.163
141 H -2.219 0.551 5.227
142 H 4.566 3.621 0.305
143 H 7.141 -3.994 0.386
144 H -5.673 2.111 -5.744
145 H -2.813 7.305 -2.041
146 H 4.260 -6.732 0.315
147 H -5.499 -3.589 -3.719

Atomic forces in eV per Å
Tl -0.2 0.0 0.0
As 0.0 0.6 -0.1
As 0.1 0.4 0.5
S -0.3 0.2 0.1
S 0.2 -0.1 0.3
S 0.2 0.1 0.0
O 0.3 -0.2 0.0
O 0.0 -0.1 0.1
O -0.3 -0.4 -0.1
O -0.3 -0.3 0.0
O 0.2 0.3 0.1
O 0.1 0.1 -0.1
O -0.1 0.2 0.1
N 0.1 -0.1 0.3
N -0.2 0.3 0.4
N 0.0 0.0 -0.2
N 0.0 0.1 0.0
N -0.1 0.1 0.0
N -0.1 -0.3 -0.2
N -0.1 -0.2 -0.5
N 0.2 -0.1 -0.1
C 0.1 0.0 0.0
C 0.1 0.1 0.0
C -0.1 0.0 0.0
C 0.0 0.0 0.0
C -0.3 -0.1 -0.6
C 0.1 0.0 0.0
C -0.1 -0.2 0.1
C 0.1 0.0 0.0
C 0.1 0.0 0.0
C 0.0 0.0 -0.1
C 0.0 0.0 0.0
C 0.1 -0.1 0.0
C 0.0 -0.1 -0.1
C 0.0 0.2 -0.1
C 0.0 0.2 0.1
C 0.0 0.0 0.1
C -0.1 0.1 0.0
C 0.0 0.0 0.0
C 0.0 -0.4 -0.1
C -0.1 0.0 0.0
C 0.1 0.0 0.1
C 0.1 -0.1 -0.1
C 0.0 0.1 0.1
C -0.1 0.0 0.0
C 0.0 0.0 0.0
C 0.1 -0.1 -0.1
C 0.2 0.0 -0.1
C 0.0 0.0 0.1
C -0.1 0.1 0.1
C 0.0 0.0 0.0
C 0.2 -0.1 0.0
C 0.1 0.0 0.0
C 0.0 0.0 0.0
C -0.1 0.1 0.0
C 0.0 0.0 -0.1
C 0.0 0.0 0.1
C 0.3 0.2 0.0
C -0.4 -0.1 -0.1
C -0.3 -0.1 0.2
C 0.2 0.5 0.1
C 0.1 0.1 0.0
C 0.5 -0.4 -0.4
C -0.1 0.0 0.0
C -0.2 0.0 0.3
C 0.0 -0.2 0.0
C 0.0 0.0 0.1
C -0.2 0.0 0.0
C 0.0 0.0 0.0
C -0.1 0.0 -0.1
C 0.1 0.3 0.2
C -0.3 0.2 0.2
C -0.1 -0.2 0.1
C 0.0 -0.1 -0.1
C 0.0 0.0 0.0
C 0.0 0.0 0.1
C 0.2 0.0 0.2
C 0.0 0.0 -0.1
C 0.1 0.0 0.1
C -0.3 -0.1 0.2
C 0.0 0.0 0.0
C -0.1 0.0 0.0
C 0.0 0.0 0.0
C 0.3 0.1 -0.3
C 0.1 -0.1 0.0
H 0.0 0.0 0.0
H 0.0 0.0 0.0
H 0.0 0.0 0.0
H 0.0 0.0 0.0
H 0.0 -0.1 -0.1
H 0.0 0.0 0.0
H -0.1 0.0 0.0
H -0.1 0.1 0.0
H 0.1 -0.1 -0.1
H 0.0 -0.1 0.0
H 0.0 0.0 0.0
H 0.0 0.0 0.0
H -0.1 0.1 0.0
H 0.0 0.0 0.0
H 0.0 0.0 0.0
H 0.1 0.0 0.1
H 0.0 0.0 0.0
H 0.0 0.0 0.0
H 0.0 0.0 0.0
H 0.0 0.0 0.0
H -0.1 0.0 0.0
H 0.1 0.0 0.0
H 0.0 0.0 0.0
H 0.0 0.0 -0.1
H 0.0 0.0 0.0
H 0.0 -0.3 0.2
H 0.0 0.0 0.0
H 0.0 0.0 0.0
H 0.0 0.0 0.0
H 0.0 0.0 0.0
H 0.1 0.1 -0.1
H 0.0 0.0 0.0
H 0.0 0.0 0.0
H 0.0 0.0 0.0
H 0.0 0.0 0.0
H 0.0 0.1 0.0
H 0.0 0.0 0.0
H 0.1 0.0 -0.1
H 0.0 -0.1 -0.1
H 0.0 0.0 0.0
H 0.0 0.0 0.1
H 0.0 0.0 0.0
H 0.0 0.0 0.0
H 0.0 0.0 0.0
H 0.0 0.0 0.0
H 0.0 0.0 0.0
H 0.0 -0.2 0.0
H 0.0 0.0 0.0
H 0.0 0.0 0.0
H 0.0 0.0 0.0
H -0.1 0.0 0.0
H 0.0 0.0 0.0
H 0.0 0.0 0.0
H 0.0 0.0 0.0
H 0.0 0.0 0.0
H 0.0 0.0 -0.1
H 0.0 0.0 0.0
H 0.0 0.0 0.0
H 0.0 0.0 0.0
H 0.0 0.0 0.0
H 0.0 0.0 0.0
H 0.0 0.0 0.0

LUMO: 1.72 eV
Total charge: -1
ΔE to the lowest compared entry with this formula, charge and spin: 0.0 kJ/mol
E: -9279.54633 Eh
Kohn-Sham gap: 6.53 eV

Atom charges from the Mulliken analysis, given in e for atoms 1 to 99: 1.520, 2.125, 0.679, -0.310, -0.166, 0.243, 0.095, -0.715, -0.046, -0.617, -0.760, -0.849, -0.551, 0.969, 1.082, 0.783, 1.318, -0.009, 0.691, -0.681, 0.086, -1.125, -1.016, -0.777, -1.428, -0.569, -0.982, 0.727, -0.831, -0.674, -0.767, 0.693, 0.090, -1.497, -1.311, -0.512, -0.229, 1.022, -0.689, -0.221, -0.697, 0.499, -0.796, 0.188, -0.923, -0.334, 0.194, 0.872, -0.980, -0.404, -0.748, 0.591, -0.089, -0.431, -0.456, -0.341, -0.934, -0.051, -0.612, 0.608, -0.318, -0.781, -0.581, -0.867, -0.722, -0.491, -0.910, -1.197, -0.806, -1.296, -0.289, -0.482, -0.315, 0.540, -1.453, -0.754, -0.136, 0.247, -0.132, 0.732, -0.447, -1.143, -0.314, -0.699, -0.625, 0.378, 0.218, 0.443, 0.276, 0.723, 0.401, 0.110, 0.554, -1.772, 0.503, 0.416, 0.436, -0.092, 0.498

=====

This record from OMol25 describes the molecule C10H11NO2 in a non-equilibrium geometry. The level of theory is ωB97M-V/def2-TZVPD.

Element x y z (Å)
1 O 3.809 1.336 -0.088
2 O -3.235 -0.155 -0.143
3 N 2.219 -0.545 0.059
4 C 2.724 0.734 0.027
5 C -1.060 0.931 0.091
6 C -1.850 -0.236 0.043
7 C -0.037 -1.697 0.013
8 C 2.994 -1.795 0.119
9 C 0.288 0.738 -0.060
10 C -3.868 1.090 0.099
11 C -1.374 -1.511 -0.070
12 C 0.799 -0.558 -0.039
13 C 1.488 1.653 -0.147
14 H -1.397 1.878 0.162
15 H -3.836 1.499 1.083
16 H -4.981 1.071 -0.094
17 H 3.842 -1.463 0.601
18 H 3.173 -1.988 -0.867
19 H -3.309 1.758 -0.602
20 H 1.533 2.122 -1.102
21 H -2.034 -2.279 -0.171
22 H 0.261 -2.664 0.021
23 H 2.500 -2.541 0.552
24 H 1.352 2.622 0.511

Atomic forces in eV per Å
O -0.8 -3.1 0.8
O -0.2 -0.4 1.3
N 0.1 -0.1 0.4
C -0.5 3.4 -1.1
C 1.0 -3.5 -0.5
C -2.3 2.0 -0.9
C 1.2 3.0 -0.5
C -0.2 4.7 -1.1
C 1.3 -0.7 0.3
C -0.1 0.6 -2.1
C 0.9 2.2 0.7
C -0.2 -0.9 0.5
C -1.8 1.3 2.0
H -1.5 2.8 0.2
H 0.8 -0.1 1.1
H 1.4 -0.5 -0.4
H 2.3 -0.2 1.1
H 1.0 -1.2 -2.6
H -1.2 0.3 0.5
H 0.3 0.0 -1.1
H -1.7 -2.0 -0.2
H 1.5 -2.7 0.0
H -2.0 -2.9 2.1
H 0.8 -2.2 -0.6

LUMO: 0.76 eV
ΔE to the lowest compared entry with this formula, charge and spin: 254.2 kJ/mol
E: -592.82746 Eh
Kohn-Sham gap: 8.66 eV

Charges computed using Mulliken, reported in e: -0.648, -0.424, 0.059, 0.399, -0.772, 0.942, -0.665, -1.345, 0.299, -0.701, -1.028, 0.245, -0.648, 0.604, 0.307, 0.218, 0.403, 0.446, 0.276, 0.298, 0.584, 0.407, 0.423, 0.323

=====

This record from OMol25 describes a structure of composition C10H24AsN4RhS4 in a non-equilibrium geometry. The level of theory is ωB97M-V/def2-TZVPD.

Element x y z (Å)
1 Rh 0.399 0.125 0.149
2 As 2.795 2.893 -0.699
3 S 2.574 0.842 0.337
4 S 2.070 4.330 0.665
5 S 0.455 0.566 -2.087
6 S 0.820 2.601 -2.032
7 N -0.883 1.786 0.422
8 N 0.404 0.371 2.404
9 N -1.365 -1.155 -0.590
10 N 1.240 -1.806 0.167
11 C 0.535 -2.620 -0.838
12 C -0.570 1.380 2.828
13 C 0.172 -2.068 2.457
14 C -2.315 1.566 0.133
15 C 0.523 -0.828 3.251
16 C -2.897 0.258 0.691
17 C 1.317 -2.449 1.503
18 C -2.782 -0.883 -0.289
19 C -0.963 -2.565 -0.617
20 C -0.640 2.411 1.731
21 H 1.316 0.832 2.354
22 H -0.256 1.877 3.752
23 H 0.876 -3.659 -0.813
24 H -3.948 0.397 0.956
25 H -3.302 -0.624 -1.215
26 H -1.254 -3.043 0.319
27 H -0.491 2.408 -0.303
28 H -1.178 -0.770 -1.516
29 H 0.321 2.930 1.654
30 H -2.436 1.597 -0.953
31 H 1.347 -3.534 1.367
32 H -0.071 -2.902 3.117
33 H -0.098 -0.737 4.146
34 H -2.372 -0.018 1.604
35 H -3.261 -1.783 0.106
36 H 2.271 -2.149 1.937
37 H 0.778 -2.204 -1.818
38 H -0.721 -1.840 1.874
39 H 1.559 -0.899 3.590
40 H -1.522 0.893 3.038
41 H -1.456 -3.115 -1.426
42 H 2.181 -1.596 -0.164
43 H -1.407 3.158 1.958
44 H -2.870 2.412 0.545

Atomic forces in eV per Å
Rh -1.7 -0.7 1.3
As 0.0 0.0 -0.1
S 0.0 0.3 0.1
S 0.0 0.0 -0.1
S 0.7 0.1 -0.6
S 0.0 0.0 -0.1
N 0.4 0.3 -0.4
N 0.4 -0.4 -0.1
N -0.1 0.1 0.1
N 0.4 0.1 -0.4
C 0.0 -0.1 0.0
C 0.0 0.0 0.2
C 0.2 0.0 -0.2
C 0.0 -0.1 0.0
C 0.0 0.2 0.2
C 0.0 0.2 0.0
C -0.1 0.0 -0.1
C 0.0 -0.2 0.0
C -0.1 0.0 -0.1
C 0.0 0.1 0.1
H 0.0 0.0 0.0
H 0.0 -0.1 0.1
H 0.0 0.0 0.0
H 0.0 0.1 -0.1
H 0.0 -0.1 0.0
H 0.0 0.0 0.0
H -0.2 0.2 0.1
H -0.1 0.0 0.0
H -0.1 0.0 0.0
H 0.0 0.0 0.0
H 0.0 0.0 -0.1
H 0.2 0.0 0.0
H -0.1 0.1 -0.1
H -0.1 0.0 0.0
H 0.1 0.0 0.0
H 0.0 0.0 0.1
H 0.0 0.0 0.0
H -0.1 -0.1 0.1
H 0.0 0.0 0.1
H 0.0 0.0 0.0
H -0.1 0.0 0.0
H 0.1 -0.2 0.0
H 0.0 0.0 -0.1
H 0.0 0.0 0.0

LUMO: 0.15 eV
ΔE to the lowest compared entry with this formula, charge and spin: 19.7 kJ/mol
E: -4553.60905 Eh
Kohn-Sham gap: 6.64 eV

Charges computed using Mulliken, reported in e: 0.355, 0.214, -0.417, -0.508, -0.160, -0.387, 0.107, 0.442, 0.298, -0.281, -1.183, -1.007, 0.069, -0.809, -1.333, -0.062, -0.808, -1.301, -0.883, -0.526, 0.381, 0.487, 0.436, 0.406, 0.417, 0.446, 0.180, 0.352, -0.139, 0.431, 0.272, 0.454, 0.342, -0.111, 0.434, 0.512, 0.458, -0.154, 0.449, 0.472, 0.511, 0.533, 0.294, 0.315